# 1
DFT (the ωB97M-V functional and the def2-TZVPD basis) results for a molecular structure, C22H21ClIrN2OP at a distorted geometry.

The geometry in XYZ format:
```
49
Properties=species:S:1:pos:R:3:forces:R:3
Ir -0.2209 -0.3080 -0.0612 0.76 -0.73 1.70
Cl 0.5759 -2.5595 -0.1766 -0.07 0.55 -0.37
C -0.3166 1.5533 0.1173 -0.27 4.24 0.12
O -0.4115 2.7093 0.1657 0.32 -3.40 -0.03
P 0.0115 -0.1345 -2.2538 -2.03 -0.38 -3.04
C -1.5241 -0.4352 -3.2226 1.44 -1.46 4.39
C 0.4854 1.5278 -2.9104 2.77 -1.18 -0.41
C 1.2968 -1.1626 -3.0474 -1.11 -0.48 -1.50
C 1.7352 1.7803 -3.4980 -1.27 -1.10 0.78
C 2.0242 3.0445 -4.0241 1.15 -0.67 -0.29
C 1.0759 4.0677 -3.9680 -2.29 1.25 0.58
C -0.1725 3.8184 -3.3835 0.86 1.27 -0.68
C -0.4686 2.5547 -2.8721 -1.19 1.00 -0.11
H 2.4824 0.9930 -3.5782 -0.16 0.27 0.01
H 2.9952 3.2212 -4.4893 -0.20 0.02 0.13
H 1.3069 5.0522 -4.3808 -0.10 -0.29 0.13
H -0.9182 4.6151 -3.3343 0.24 -0.28 -0.05
H -1.4721 2.3655 -2.4730 0.33 0.02 -0.10
C -2.5420 -1.2244 -2.6682 -0.05 0.03 0.09
C -3.7518 -1.3651 -3.3485 0.95 -1.56 3.73
C -3.9209 -0.8245 -4.6209 -0.31 1.91 -4.06
C -2.8862 -0.0898 -5.2028 -0.10 -0.11 0.28
C -1.6955 0.1091 -4.5032 -0.76 1.51 -3.69
H -2.3953 -1.7134 -1.7075 -0.19 0.06 -0.29
H -4.5591 -1.9131 -2.8681 0.12 0.06 -0.11
H -4.8508 -0.9744 -5.1620 0.19 -0.01 0.09
H -2.9962 0.3310 -6.1967 -0.06 -0.07 0.13
H -0.8988 0.6980 -4.9607 -0.21 -0.21 -0.05
C 1.0731 -1.8849 -4.2247 -0.77 1.24 1.44
C 2.0989 -2.6749 -4.7617 -0.77 -0.30 -0.71
C 3.3219 -2.7885 -4.0992 1.80 0.37 1.62
C 3.5480 -2.0603 -2.9277 0.95 -1.24 -0.96
C 2.5499 -1.2375 -2.4118 0.55 -0.25 0.73
H 0.0976 -1.8556 -4.7082 0.24 -0.02 0.07
H 1.9176 -3.2242 -5.6860 0.10 0.11 0.17
H 4.0988 -3.4485 -4.4909 -0.23 0.22 0.11
H 4.4948 -2.1471 -2.3907 -0.25 -0.02 -0.27
H 2.7305 -0.6879 -1.4854 0.00 -0.07 -0.25
H -1.8715 -0.0810 -0.3304 0.22 -0.97 0.66
H -1.7161 -0.9736 0.3329 -0.53 0.71 -0.65
N 0.4320 -1.4845 2.7190 -0.63 0.08 0.10
C 0.1918 -1.3437 4.0449 -0.10 0.65 -0.84
C -0.4319 -0.1133 4.2107 -0.11 0.21 -0.46
C -0.5811 0.4408 2.9280 0.24 -1.42 0.57
N -0.0879 -0.4387 2.0196 0.32 0.34 1.01
H 0.8363 -2.2684 2.1992 -0.26 0.37 0.37
H 0.4430 -2.1034 4.7696 0.17 0.04 -0.13
H -0.7754 0.3313 5.1284 0.09 -0.05 0.07
H -1.0683 1.3718 2.6516 0.20 -0.30 -0.02
```
Positions in Å, forces in eV/Å.

Summary:
- LUMO level (alpha / beta) (eV) = -9.7 / -13.7
- gap between HOMO and LUMO (alpha / beta) (hartree) = 0.1510 / 0.1428
- spin multiplicity = 6
- energy (eV) = -52797.251
- strongest force on any atom (eV Å⁻¹) = 4.8
- net charge = +3

# 2
DFT (the ωB97M-V functional and the def2-TZVPD basis) results for a molecular structure, CH2LuO3 at a distorted geometry.

The geometry in XYZ format:
```
7
Properties=species:S:1:pos:R:3:forces:R:3
H -1.3488 1.6186 -0.2279 -2.94 -1.74 0.75
O -0.8905 -1.2695 -0.3017 -0.70 -1.20 1.95
C -0.8811 -0.0596 0.1803 -3.23 0.94 -5.39
O -1.8903 0.7031 -0.0430 2.08 1.44 0.91
O 0.2095 0.5625 0.0347 7.62 0.07 1.67
Lu 2.3008 -0.1009 -0.1283 -2.27 1.37 0.01
H -0.3819 -1.8874 0.2464 -0.57 -0.87 0.08
```
Positions in Å, forces in eV/Å.

Summary:
- LUMO level (eV) = -18.6
- gap between HOMO and LUMO (hartree) = 0.2983
- ΔE to the lowest compared entry with this formula, charge and spin (kcal per mole) = 0.0
- energy (eV) = -40792.628
- strongest force on any atom (eV Å⁻¹) = 7.8
- net charge = +3

# 3
DFT (the ωB97M-V functional and the def2-TZVPD basis) results for 7 unconnected molecules or ions with the total composition C4H25N2O6 at a distorted geometry.

The geometry in XYZ format:
```
37
Properties=species:S:1:pos:R:3:forces:R:3
N -1.7853 -1.8114 0.3241 0.94 -1.66 -1.10
C -0.2394 -1.4810 0.1688 -1.95 -1.98 0.51
C 0.1157 -0.7328 1.4226 1.45 1.23 -0.09
N -0.4629 0.5983 1.3315 0.14 0.07 0.55
C 0.2539 1.5788 2.1611 0.86 -0.46 0.65
C 1.5401 2.0536 1.3328 0.42 -0.81 2.35
H -2.3779 -1.7856 -0.5748 1.47 -0.41 1.71
H -2.1335 -1.0657 0.9247 -0.75 0.24 0.75
H -1.7529 -2.7831 0.7878 -0.94 2.07 -0.98
H 0.2119 -2.4705 0.0798 0.19 0.26 0.37
H -0.1438 -1.0868 -0.8377 0.35 0.97 0.53
H 1.2197 -0.6943 1.4351 0.01 0.04 -0.11
H -0.1103 -1.1284 2.4456 -0.40 -0.43 -1.14
H -0.3579 0.9500 0.3847 -0.20 -0.24 -0.05
H 0.4156 1.1665 3.2470 0.00 0.59 -2.14
H -0.4398 2.4167 2.2694 0.34 0.14 0.17
H 2.3857 2.4018 1.9805 -0.71 -0.42 -0.33
H 1.9685 1.2412 0.6825 -0.69 0.97 0.42
H 1.2008 2.9448 0.8609 0.02 0.41 -1.20
H 4.5196 -0.7680 0.1627 1.38 0.22 -0.42
H 3.8458 -1.3468 1.4599 0.12 0.58 -1.19
O 3.6945 -0.9531 0.5671 -1.40 -0.88 2.12
H -3.1638 0.5816 0.5236 -0.13 -0.21 0.07
H -2.9731 1.0476 1.8857 0.33 0.15 0.77
O -3.3357 0.2879 1.4365 -0.38 -0.06 -0.96
H 2.7431 -0.5778 -0.9767 -0.03 -0.11 0.73
H 3.1215 -1.3748 -2.1549 0.65 -4.63 -1.52
O 3.0205 -0.5355 -1.8829 -0.75 4.78 0.30
H 0.0996 -3.2716 -2.3261 1.95 -1.03 -0.40
H -1.1137 -2.6621 -2.8012 -0.80 0.28 -0.73
O -0.6834 -2.9019 -1.9921 -1.34 0.38 0.46
H -0.5384 3.6245 -2.3988 -0.42 0.66 -1.04
H -0.1509 2.1286 -3.0765 -0.13 2.47 1.42
O -0.1618 2.7671 -2.2790 0.80 -3.13 -0.62
H -1.2966 1.7346 -1.5613 -1.44 -0.53 0.58
H -2.8220 1.8112 -1.2795 -1.26 1.17 -0.24
O -2.1143 1.2037 -1.2550 2.30 -0.71 -0.22
```
Positions in Å, forces in eV/Å.

Summary:
- LUMO level (eV) = -2.7
- gap between HOMO and LUMO (hartree) = 0.3400
- ΔE to the lowest compared entry with this formula, charge and spin (kcal per mole) = 80.9
- energy (eV) = -19811.577
- strongest force on any atom (eV Å⁻¹) = 4.9
- net charge = +1

Question: Look up the strongest force on any atom of the third one.
Answer: 4.9 eV Å⁻¹

Question: What is the net charge in the second record?
Answer: +3

Question: Number 1 is which compound?
Answer: C22H21ClIrN2OP